a | The following is a DFT calculation (the ωB97M-V functional and the def2-TZVPD basis) of C5H8ClNO in the gas phase.

SMILES: C[C@H](O)[C@](C)(Cl)C#N
LUMO energy: -0.83 eV
Net charge: 0

Last column: natural (NBO) charge in e.
Atoms and positions in Å:
C 0.54 0.11 -2.22  0.217
C -1.21 -0.55 0.23  -0.658
C 1.79 0.19 -0.16  -0.681
C -0.70 0.86 -0.09  0.070
C 0.62 0.70 -0.93  0.114
N 0.47 -0.54 -3.16  -0.250
O -1.69 1.49 -0.83  -0.691
Cl 1.21 2.80 -1.20  -0.242
H -2.19 -0.44 0.88  0.237
H -0.48 -1.25 0.66  0.230
H -1.53 -1.13 -0.80  0.216
H 1.58 0.45 0.88  0.234
H 2.80 0.73 -0.55  0.275
H 1.96 -0.84 -0.52  0.248
H -0.40 1.27 0.83  0.191
H -2.47 0.83 -1.02  0.488


b | The following is a DFT calculation (the ωB97M-V functional and the def2-TZVPD basis) of C5H8ClNO in the gas phase.

SMILES: N[C@H]1[C@@H]2COC[C@]12Cl
LUMO energy: 0.87 eV
Net charge: 0

Last column: natural (NBO) charge in e.
Atoms and positions in Å:
C -0.23 1.27 -0.37  -0.040
C 0.40 0.75 0.79  -0.331
C 1.81 0.35 0.86  -0.051
C 0.95 -1.01 -0.90  -0.094
C -0.10 -0.24 -0.16  -0.039
H -2.04 1.60 0.50  0.359
H -2.04 1.68 -1.05  0.354
H 0.41 1.47 -1.30  0.218
H -0.10 0.80 1.67  0.239
H 2.69 1.10 1.01  0.212
H 1.96 -0.53 1.66  0.176
H 0.97 -0.88 -1.94  0.209
H 0.90 -2.02 -0.39  0.193
N -1.52 1.91 -0.33  -0.786
O 2.08 -0.21 -0.46  -0.547
Cl -1.51 -1.27 0.26  -0.071


a is the most stable structure; the next one sits 41.1 kJ/mol above it.


a | The following is a DFT calculation (the ωB97M-V functional and the def2-TZVPD basis) of 2 unconnected molecules or ions with the total composition C5H14.

Multiplicity: 2
LUMO energy (alpha / beta): 4.20 / 4.18 eV
Net charge: -1

Last column: Mulliken spin population.
Atoms and positions in Å:
C 3.00 0.61 0.89  1.262
C 2.51 -0.84 0.76  1.341
H 4.01 0.71 1.29  -0.181
H 3.07 1.23 -0.02  -0.251
H 2.40 1.21 1.59  -0.606
H 1.47 -0.87 1.07  0.597
H 2.72 -1.23 -0.23  -0.312
H 3.04 -1.38 1.56  -1.037
C -2.23 0.53 -0.72  0.174
C -1.09 -0.03 -1.58  -0.703
C -2.42 -0.18 0.60  0.958
H -2.00 1.57 -0.48  -0.086
H -3.17 0.60 -1.29  -0.086
H -1.44 -0.93 -2.07  -0.176
H -2.57 -1.27 0.49  -0.234
H -0.27 -0.33 -0.94  1.045
H -0.75 0.72 -2.27  -0.247
H -1.57 -0.09 1.28  -0.326
H -3.26 0.20 1.19  -0.133


b | The following is a DFT calculation (the ωB97M-V functional and the def2-TZVPD basis) of 2 unconnected molecules or ions with the total composition C5H14.

Multiplicity: 2
LUMO energy (alpha / beta): 4.09 / 4.14 eV
Net charge: -1

Last column: Mulliken spin population.
Atoms and positions in Å:
C -0.51 0.37 -2.41  0.004
C -0.71 -1.13 -2.32  0.989
C -0.12 1.03 -1.08  0.926
H 0.13 0.73 -3.23  -0.309
H -1.53 0.82 -2.58  -0.045
H -1.50 -1.32 -1.60  -0.211
H -1.04 1.33 -0.49  -0.290
H 0.23 -1.59 -1.98  -0.302
H -0.93 -1.57 -3.29  -0.178
H 0.56 0.43 -0.45  0.187
H 0.33 2.00 -1.24  -0.376
C 1.29 0.24 2.52  1.903
C -0.02 -0.51 2.72  0.936
H 1.28 1.13 1.85  0.074
H 1.69 0.81 3.35  -0.956
H 1.89 -0.58 2.14  -0.496
H -0.24 -1.08 1.81  0.183
H -0.90 0.15 2.81  -0.642
H 0.12 -1.26 3.48  -0.397


c | The following is a DFT calculation (the ωB97M-V functional and the def2-TZVPD basis) of 2 unconnected molecules or ions with the total composition C5H14.

Multiplicity: 2
LUMO energy (alpha / beta): 4.18 / 4.17 eV
Net charge: -1

Last column: Mulliken spin population.
Atoms and positions in Å:
C 1.54 -0.79 0.32  0.034
C 2.15 0.60 -0.06  0.510
C 1.26 -1.55 -1.01  0.641
H 0.65 -0.60 0.92  0.298
H 2.14 -1.29 1.08  -0.466
H 1.87 1.01 -1.02  0.042
H 1.84 1.33 0.69  -0.332
H 1.38 -2.62 -0.85  -0.361
H 3.24 0.50 -0.04  -0.004
H 1.89 -1.08 -1.77  0.042
H 0.22 -1.37 -1.25  0.124
C -2.98 0.54 0.40  1.787
C -1.50 0.89 0.44  0.045
H -3.26 -0.46 0.77  -0.639
H -3.72 1.22 0.84  -0.421
H -3.29 0.33 -0.64  -0.489
H -0.80 0.25 -0.07  1.151
H -1.44 1.81 -0.17  -0.366
H -1.17 1.28 1.41  -0.597


d | The following is a DFT calculation (the ωB97M-V functional and the def2-TZVPD basis) of 2 unconnected molecules or ions with the total composition C5H14.

Multiplicity: 2
LUMO energy (alpha / beta): 4.08 / 4.11 eV
Net charge: -1

Last column: Mulliken spin population.
Atoms and positions in Å:
C -0.49 0.08 -1.42  0.134
C -1.02 0.11 -2.86  0.183
C 1.02 -0.25 -1.63  1.244
H -0.91 -0.66 -0.70  -0.122
H -0.60 1.09 -0.88  0.087
H -2.08 -0.28 -2.96  -0.232
H -1.13 1.09 -3.32  0.018
H 1.46 -0.18 -0.63  -0.466
H 1.43 0.68 -2.04  -0.081
H -0.42 -0.42 -3.59  -0.068
H 1.29 -1.03 -2.33  -0.319
C 0.51 0.20 3.48  0.040
C -0.08 -0.21 2.14  1.104
H 0.39 -0.64 4.15  -0.026
H 1.56 0.44 3.37  -0.636
H -0.21 0.87 3.99  -0.196
H -0.72 -1.11 2.13  -0.083
H -0.73 0.57 1.72  -0.166
H 0.73 -0.37 1.39  0.584


a is the most stable structure; the next one sits 36.0 kJ/mol above it.


a | The following is a DFT calculation (the ωB97M-V functional and the def2-TZVPD basis) of 2 unconnected molecules or ions with the total composition C5H15NO.

Multiplicity: 2
LUMO energy (alpha / beta): -3.60 / -8.99 eV
Net charge: +1

Last column: Mulliken spin population.
Atoms and positions in Å:
C 0.27 0.29 -2.08  0.189
C 0.40 0.68 -0.58  0.018
C 1.84 0.97 -0.11  0.037
C 1.80 1.46 1.30  0.017
C 2.73 -0.31 -0.27  0.001
N -0.41 -0.32 0.13  0.741
H 0.26 -0.78 -2.33  0.007
H 1.20 0.64 -2.53  0.027
H -0.72 0.60 -2.43  -0.006
H -0.11 1.64 -0.38  -0.015
H 2.28 1.79 -0.69  -0.004
H 1.30 2.39 1.49  0.000
H 1.48 0.70 2.05  0.000
H 2.81 1.56 1.74  0.002
H 2.16 -1.10 -0.78  -0.002
H 2.90 -0.71 0.74  0.003
H 3.72 -0.25 -0.73  -0.001
H -0.14 -1.21 -0.31  -0.008
H -1.38 -0.16 -0.18  -0.007
H -4.78 -1.95 0.87  0.000
H -5.44 -3.01 1.62  0.000
O -5.57 -2.08 1.43  0.000


b | The following is a DFT calculation (the ωB97M-V functional and the def2-TZVPD basis) of 2 unconnected molecules or ions with the total composition C5H15NO.

Multiplicity: 2
LUMO energy (alpha / beta): -2.71 / -7.08 eV
Net charge: +1

Last column: Mulliken spin population.
Atoms and positions in Å:
C -0.67 1.48 -0.65  -0.001
C -0.16 2.74 0.06  0.005
C -0.45 0.21 0.14  0.019
N 0.94 -0.03 0.49  0.772
C 1.98 0.23 -0.47  0.007
C 1.18 -1.19 1.34  0.000
H -1.74 1.56 -0.88  -0.002
H -0.24 1.37 -1.66  0.001
H 0.83 3.02 -0.33  -0.001
H -0.09 2.61 1.13  0.001
H -0.79 3.60 -0.11  0.000
H -1.02 0.23 1.08  0.020
H -0.76 -0.70 -0.39  0.057
H 2.94 0.02 -0.01  0.005
H 1.87 -0.44 -1.34  0.047
H 1.98 1.25 -0.82  0.009
H 1.92 -0.91 2.10  0.026
H 1.58 -2.00 0.74  0.033
H 0.27 -1.49 1.84  0.002
H -3.67 -4.00 -0.14  0.000
H -3.07 -3.66 -1.50  0.000
O -2.83 -3.91 -0.61  0.000


b is the most stable structure; the next one sits 174.3 kJ/mol above it.


a | The following is a DFT calculation (the ωB97M-V functional and the def2-TZVPD basis) of CH2N2O3 in the gas phase.

SMILES: O=C(O)n1[nH]o1
LUMO energy: -0.85 eV
Net charge: 0

Last column: natural (NBO) charge in e.
Atoms and positions in Å:
N -0.09 0.28 -0.72  -0.130
N -0.82 -0.67 -1.33  -0.089
C 0.71 -0.09 0.44  0.854
O -1.43 0.63 -0.43  -0.285
O 0.94 0.93 1.24  -0.641
O 1.07 -1.22 0.59  -0.559
H 0.39 1.69 1.00  0.506
H -0.77 -1.55 -0.79  0.345


b | The following is a DFT calculation (the ωB97M-V functional and the def2-TZVPD basis) of CH2N2O3 in the gas phase.

SMILES: O=C(O)n1[nH]o1
LUMO energy: -0.96 eV
Net charge: 0

Last column: natural (NBO) charge in e.
Atoms and positions in Å:
N -0.02 0.80 -0.17  -0.096
N -1.40 0.85 -0.19  -0.171
C 0.53 -0.43 0.42  0.830
O -1.04 0.14 -1.29  -0.223
O 1.80 -0.59 0.08  -0.640
O -0.08 -1.12 1.17  -0.549
H 2.07 0.08 -0.56  0.508
H -1.87 0.27 0.53  0.344


c | The following is a DFT calculation (the ωB97M-V functional and the def2-TZVPD basis) of CH2N2O3 in the gas phase.

SMILES: O=NC[N+](=O)[O-]
LUMO energy: -1.28 eV
Net charge: 0

Last column: natural (NBO) charge in e.
Atoms and positions in Å:
C -0.01 -0.45 0.20  -0.235
N -0.99 -1.20 0.85  0.104
N 1.45 -1.41 -0.19  0.577
O -1.46 -0.70 1.86  -0.243
O 2.45 -0.88 0.16  -0.327
O 1.21 -2.43 -0.73  -0.322
H 0.39 0.41 0.74  0.211
H -0.31 -0.22 -0.82  0.235


d | The following is a DFT calculation (the ωB97M-V functional and the def2-TZVPD basis) of CH2N2O3 in the gas phase.

LUMO energy (alpha / beta): -1.23 / -0.89 eV
Net charge: 0

Last column: natural (NBO) charge in e.
Atoms and positions in Å:
C -1.21 -0.09 0.05  0.966
N 0.85 -1.25 0.14  -0.171
N 0.83 1.23 -0.11  -0.184
O -2.38 -0.17 0.07  -0.520
O -0.43 -1.22 -0.08  -0.360
O -0.50 1.06 0.03  -0.368
H 1.50 -1.22 -0.72  0.315
H 1.34 1.67 0.61  0.323


b is the most stable structure; the next one sits 21.9 kJ/mol above it.